1.
22
Properties=species:S:1:pos:R:3:nbo_charge:R:1 method="wB97M-V/def2-TZVPD" energy_ha=-570.7029 de_lowest_kcal_mol=101.28 homo_energy_ev=-9.32 smiles="O=C(C1CC1)[C@@H](O)n1cccn1" spin_multiplicity=1 orbital_gap_ev=10.09
C -1.61164 2.09669 2.41770 -0.345
C -2.59560 2.23971 1.35496 -0.049
C -0.95367 0.95437 2.00994 -0.036
C 0.56167 -0.29556 -0.46846 0.563
C 2.30703 -0.53306 -2.27366 -0.369
C 2.53403 -1.38318 -1.06736 -0.379
C 1.10672 -1.12647 -1.49200 -0.364
C -0.99925 -0.46770 -0.17736 0.160
N -2.41925 1.34742 0.46751 -0.262
N -1.56759 0.48095 0.84872 -0.195
O 1.10315 0.57703 0.13811 -0.546
O -1.01352 -1.84067 0.28189 -0.716
H -1.35097 2.42014 3.38644 0.238
H -3.35442 2.92283 1.04216 0.217
H -0.18885 0.27465 2.31170 0.211
H -1.83058 -0.31180 -1.00762 0.233
H 2.29436 0.49199 -2.21304 0.217
H 2.44413 -0.82285 -3.36486 0.229
H 3.12924 -2.29352 -1.28996 0.226
H 2.87268 -0.94720 -0.21051 0.230
H 0.45281 -1.99050 -1.94361 0.259
H -0.92049 -1.79327 1.24930 0.477


2.
60
Properties=species:S:1:pos:R:3:lowdin_spin:R:1 method="wB97M-V/def2-TZVPD" energy_ha=-1410.5563 s_squared=6.015 total_charge=+2 homo_energy_ev="-13.55 / -15.13" spin_multiplicity=5 orbital_gap_ev="7.09 / 5.64"
C 3.79699 2.61973 1.18548 0.027
C 2.45349 2.91990 1.05613 0.019
C 1.48755 2.00495 0.58400 0.058
C 1.92737 0.68338 0.33714 0.163
C 3.32007 0.43850 0.29969 0.043
C 4.24242 1.35947 0.79789 0.008
C 0.06974 2.48307 0.58576 0.050
C -0.72394 3.05035 -0.64021 0.056
N -0.48459 2.90814 -2.10256 0.631
Ru 0.93982 -1.16703 0.32886 2.032
C 3.81953 -0.85025 -0.26790 0.035
P 2.40376 -1.44596 -1.35082 0.115
H 2.09403 3.90457 1.35261 0.002
H 5.28426 1.05747 0.86099 0.000
H 4.49517 3.36207 1.57984 0.001
H 4.00291 -1.61171 0.50506 0.004
H 4.69346 -0.72256 -0.92397 0.007
H -0.54503 1.75419 1.12833 0.011
H 0.10983 3.36854 1.23966 0.000
H -1.74982 2.67210 -0.52092 0.000
C 2.70879 -3.19559 -1.59124 0.030
C 2.94811 -0.64402 -2.90525 0.017
H -0.77089 4.14344 -0.49327 0.027
C 0.90394 2.82611 -2.54960 0.067
C -1.34980 1.88249 -2.74591 0.058
H 0.41297 -2.52599 -0.48698 0.048
H 1.14317 3.60385 -3.29169 0.028
H 1.61298 2.92364 -1.72910 0.006
H 1.11091 1.85864 -3.04862 0.016
H -2.06193 2.31430 -3.46680 0.023
H -0.75109 1.13267 -3.29238 0.012
H -1.94591 1.35037 -1.98875 0.009
H 3.90649 -1.10883 -3.17581 0.004
H 2.20981 -0.82779 -3.69012 0.001
H 3.10051 0.43359 -2.78272 0.001
H 3.74262 -3.31471 -1.92786 0.007
H 2.51025 -3.67944 -0.63018 0.004
H 1.99455 -3.54186 -2.34671 0.001
H 0.21634 -1.89636 -1.01100 0.020
C -2.87422 -3.03330 0.61843 0.004
C -3.05581 -1.53830 0.91519 0.005
C -4.53419 -1.25090 0.74260 0.000
O -2.24758 -0.82405 -0.04772 0.022
B -0.99429 -0.74140 0.62538 0.184
O -1.18223 -0.49806 1.99345 0.115
C -2.48241 -1.04110 2.29731 0.015
C -3.22650 0.14983 2.87315 0.005
C -2.31346 -2.10783 3.36608 0.002
H -3.18103 -3.22409 -0.42171 0.000
H -3.52979 -3.64091 1.25553 0.000
H -1.83906 -3.38720 0.74426 0.004
H -4.88084 -1.59176 -0.24210 0.000
H -5.07714 -1.83158 1.50089 0.000
H -4.78453 -0.18814 0.87490 0.000
H -4.19326 -0.16977 3.27895 0.002
H -2.62720 0.57344 3.69014 0.000
H -3.38388 0.92734 2.10878 0.000
H -1.72512 -2.97236 3.02941 0.000
H -1.83481 -1.67309 4.25153 0.000
H -3.31148 -2.46023 3.66449 0.001


3.
17
Properties=species:S:1:pos:R:3:nbo_charge:R:1 method="wB97M-V/def2-TZVPD" energy_ha=-397.2695 de_lowest_kcal_mol=50.95 homo_energy_ev=-8.16 spin_multiplicity=1 orbital_gap_ev=8.37
C 0.63640 -1.32404 0.86260 -0.610
C 0.09565 -0.17288 0.02189 -0.118
N 0.46052 -0.21931 -1.39199 -0.872
N 0.74668 2.13744 -0.21492 -0.691
C 0.36949 1.16143 0.57934 0.351
H 1.10302 -0.96958 -1.61787 0.373
H -0.36331 -0.30918 -1.97742 0.394
H 0.86430 3.08240 0.11845 0.415
H 0.93803 1.87776 -1.18359 0.439
H 0.38780 1.32574 1.64785 0.231
H 1.71291 -1.46404 0.71698 0.199
H 0.45296 -1.16119 1.92644 0.227
H 0.13081 -2.24891 0.58030 0.231
N -2.31751 -0.90204 -0.40106 -0.810
C -1.57453 -0.08179 0.24347 0.640
O -1.82884 0.91944 0.95759 -0.725
H -1.81439 -1.65126 -0.86806 0.327


4.
11
Properties=species:S:1:pos:R:3:nbo_charge:R:1 method="wB97M-V/def2-TZVPD" energy_ha=-720.1580 de_lowest_kcal_mol=18.17 total_charge=-1 homo_energy_ev=-4.22 smiles="C=N[C@@H](S)C(=O)[O-]" spin_multiplicity=1 orbital_gap_ev=7.88
C -1.80344 -0.13740 -0.23262 -0.038
C 0.76764 1.11368 0.01249 0.818
C 0.34886 -0.49928 0.24022 -0.361
N -0.79047 -0.76283 -0.57193 -0.454
O 1.96611 1.25087 0.06922 -0.743
O -0.22521 1.73546 -0.09951 -0.700
S 1.73852 -1.62976 0.04729 -0.115
H -2.52607 0.05443 -1.05153 0.147
H -2.09527 0.21776 0.79861 0.129
H 0.03279 -0.55893 1.30512 0.166
H 2.58654 -0.78401 -0.51735 0.151


5.
21
Properties=species:S:1:pos:R:3:nbo_charge:R:1 method="wB97M-V/def2-TZVPD" energy_ha=-516.2498 de_lowest_kcal_mol=134.36 homo_energy_ev=-8.55 spin_multiplicity=1 orbital_gap_ev=7.64
C 1.83404 1.97199 0.20749 -0.415
C 2.30313 -0.51352 -0.07868 0.590
C 1.77629 -1.82303 -0.04604 -0.260
C 0.40047 -1.95622 0.39833 -0.104
C -0.57853 -0.94072 0.03347 -0.094
C -1.93564 -1.46776 -0.08627 -0.153
C -2.90157 -0.39664 -0.18075 -0.223
C -2.46879 0.93000 -0.15465 -0.178
C -1.08621 1.32871 -0.13790 -0.251
C -0.17460 0.39478 -0.05879 0.156
H 2.89476 1.79702 1.05352 0.281
H 1.84029 2.35736 -0.88405 0.227
H 0.62123 2.40854 0.76381 0.181
H 2.45068 -2.62264 -0.19198 0.238
H 0.05245 -2.90652 0.21819 0.196
H -2.08266 -2.56138 0.01491 0.232
H -3.86465 -0.58033 -0.32706 0.207
H -3.04430 1.83810 -0.39213 0.224
H -0.89353 2.36704 0.23508 0.227
N 1.27775 0.61954 0.11534 -0.447
O 3.57939 -0.24430 -0.50185 -0.631